(1)
96
Properties=species:S:1:pos:R:3 method="wB97M-V/def2-TZVPD" e_tot_ev=-112537.22380 orbital_gap_ev="7.8 / 6.0" s2=8.7685 total_charge=+2 molar_mass_g_mol=867.2 spin_multiplicity=6
Fe -1.24745 -0.90754 0.07314
O -3.44181 -0.41084 -0.49430
C -4.06586 -1.04462 -1.60820
C -3.30987 -2.29699 -1.95126
C -3.78150 -3.14494 -2.94371
C -3.08559 -4.31113 -3.20603
C -1.93881 -4.59202 -2.47270
C -1.52700 -3.68279 -1.52202
N -2.19576 -2.54923 -1.26657
H -4.02700 0.28175 -0.16686
H -4.07552 -0.37447 -2.47394
H -5.09927 -1.30087 -1.36627
H -4.67747 -2.88906 -3.49424
H -3.42918 -4.99811 -3.96767
H -1.37055 -5.49486 -2.64390
H -0.63204 -3.84975 -0.93404
Te 3.02491 1.24519 1.25793
C 3.75118 2.64553 -0.20387
C 3.31881 3.96150 -0.20151
C 3.82985 4.81325 -1.17796
N 4.69783 4.41585 -2.09797
C 5.11908 3.15858 -2.08193
C 4.67607 2.22654 -1.14708
C 1.33717 0.73558 0.07351
P 1.09988 -0.86377 -0.77998
C 1.11038 -0.40683 -2.55285
C 0.03856 -0.78397 -3.35762
C 0.03930 -0.47916 -4.71157
C 1.11886 0.19057 -5.26581
C 2.18447 0.58044 -4.46403
C 2.17644 0.29575 -3.11033
C 2.63096 -1.82121 -0.55920
C 2.90330 -2.29441 0.72696
C 4.06552 -2.99726 0.98728
C 4.96381 -3.24860 -0.04049
C 4.67234 -2.83186 -1.33049
C 3.50278 -2.13398 -1.59776
P -0.30489 1.49850 0.28435
C -0.65646 2.24587 -1.35210
C 0.32680 2.90296 -2.08781
C 0.00882 3.48628 -3.30212
C -1.28900 3.42087 -3.79399
C -2.27734 2.78902 -3.05625
C -1.96051 2.20127 -1.84092
C -0.08590 2.94230 1.37429
C 0.09911 2.71197 2.73893
C 0.29496 3.77104 3.60689
C 0.29636 5.07242 3.12306
C 0.07663 5.30927 1.77439
C -0.12772 4.25029 0.90100
H 2.60920 4.32589 0.52986
H 3.52941 5.85477 -1.21564
H 5.84053 2.88056 -2.84276
H 5.05639 1.21236 -1.15931
H -0.78989 -1.32624 -2.91812
H -0.79667 -0.77413 -5.33261
H 1.12741 0.41501 -6.32439
H 3.02561 1.10706 -4.89716
H 2.99735 0.61619 -2.48314
H 2.18708 -2.12022 1.52319
H 4.27035 -3.35433 1.98788
H 5.87979 -3.78768 0.16084
H 5.35364 -3.05965 -2.13964
H 3.27983 -1.83840 -2.61246
H 1.33853 2.96784 -1.70446
H 0.77197 4.00753 -3.86598
H -1.52869 3.87677 -4.74552
H -3.29596 2.76955 -3.42296
H -2.73045 1.73340 -1.24489
H 0.08439 1.69724 3.12144
H 0.43984 3.58619 4.66310
H 0.45342 5.90184 3.79952
H 0.05577 6.32308 1.39682
H -0.31406 4.44962 -0.14489
C -4.32420 -2.15602 3.65413
C -3.18890 -3.15855 3.87497
N -1.88522 -2.52938 4.11389
C -1.40225 -2.49271 5.49901
C -1.99579 -1.34265 6.30679
C -1.22680 -1.93897 3.11854
C 0.08457 -1.26195 3.40984
N -1.63622 -1.92829 1.87323
H -5.21999 -2.67871 3.31975
H -4.05954 -1.40822 2.90634
H -4.56583 -1.63443 4.57801
H -3.10287 -3.83904 3.02316
H -3.41421 -3.77501 4.74159
H -0.31652 -2.43305 5.50306
H -1.66500 -3.44185 5.96401
H -1.77278 -0.37992 5.84407
H -1.58098 -1.34310 7.31397
H -3.07755 -1.43902 6.39058
H 0.83129 -1.99631 3.71369
H -0.01043 -0.51999 4.20183
H 0.42693 -0.77254 2.49930
H -2.50016 -2.43886 1.72516

---

(2)
104
Properties=species:S:1:pos:R:3 method="wB97M-V/def2-TZVPD" e_tot_ev=-163149.09817 orbital_gap_ev="3.0 / 5.3" s2=0.7674 e_above_lowest_kj_mol=0.0 total_charge=-2 molar_mass_g_mol=1086.3 spin_multiplicity=2
Hg 0.40759 -0.20275 0.42483
C -1.86768 -4.61955 6.82394
C -1.17942 -3.49585 6.09194
C -1.29698 -3.36369 4.71266
C -0.68505 -2.31513 4.04058
C 0.05997 -1.38547 4.74904
C 0.18346 -1.49951 6.12626
C -0.43102 -2.55108 6.78963
S 0.84979 -0.03372 3.87297
O 2.04879 -0.59202 3.28411
O 1.05565 0.98888 4.88573
N -0.13707 0.34555 2.72262
C -1.32512 1.05763 2.89912
C -1.84018 1.48886 4.12640
C -3.04880 2.17525 4.17983
C -3.76197 2.44731 3.02829
C -3.28221 2.03230 1.77147
C -3.97081 2.30636 0.55463
C -3.39524 1.87799 -0.65462
C -2.20499 1.20019 -0.64382
N -1.52310 0.91000 0.49829
C -2.04645 1.32789 1.70604
H -2.27852 -5.34676 6.12294
H -2.69081 -4.24402 7.43736
H -1.17602 -5.14207 7.48880
H -1.87632 -4.08780 4.15013
H -0.77656 -2.21084 2.96724
H 0.75174 -0.74966 6.66137
H -0.33458 -2.63860 7.86788
H -1.28060 1.30285 5.03114
H -3.42696 2.50537 5.14223
H -4.70353 2.98610 3.07331
H -4.91156 2.84377 0.58078
H -3.87446 2.07975 -1.60593
H -1.74425 0.86651 -1.56576
O -1.84567 -2.01718 -0.66011
N -2.06427 -3.06347 0.07590
C -3.34507 -3.48160 0.21669
C -3.68447 -4.61076 0.91619
C -2.66141 -5.34720 1.51860
C -1.36876 -4.89980 1.40469
C -1.01806 -3.73246 0.68978
S 0.57576 -3.15875 0.57704
H -4.05663 -2.83867 -0.27980
H -4.72366 -4.89961 0.98788
H -2.88205 -6.24830 2.07836
H -0.54903 -5.42646 1.87334
C 1.94194 5.18267 -0.09686
P 1.01058 3.60905 0.21892
C -0.67476 4.34237 0.38546
C 1.43337 3.35610 2.00101
H 1.70295 5.95111 0.64491
H 1.69221 5.55794 -1.09162
H 3.01592 4.98582 -0.07218
H -0.65099 5.34046 0.83447
H -1.28899 3.68934 1.00481
H -1.15023 4.39510 -0.59511
H 1.94864 4.22013 2.42891
H 2.06651 2.47554 2.11518
H 0.52497 3.16519 2.57446
C 9.20073 0.93779 0.41960
C 8.32182 1.15461 -0.82028
C 9.02829 0.56709 -2.04983
C 8.17383 2.66083 -1.04154
C 6.97036 0.46506 -0.61391
C 6.92613 -0.92479 -0.47988
C 5.73444 -1.62479 -0.29152
C 4.57440 -0.88602 -0.23322
O 3.29035 -1.29739 -0.08221
B 2.48518 -0.12845 -0.07279
O 3.33836 0.98005 -0.25245
C 4.60405 0.49495 -0.34354
C 5.77595 1.19128 -0.54313
H 10.17890 1.40949 0.28513
H 9.35578 -0.12458 0.61224
H 8.72573 1.36979 1.30218
H 9.99396 1.05793 -2.20310
H 8.42052 0.71351 -2.94484
H 9.20636 -0.50273 -1.93882
H 9.15892 3.10189 -1.21316
H 7.73385 3.15296 -0.17277
H 7.54955 2.87694 -1.91030
H 7.84970 -1.49110 -0.51020
H 5.71808 -2.70128 -0.18275
H 5.74205 2.26721 -0.63562
C 2.99168 -1.96328 -3.67394
N 1.63328 -2.39144 -3.43787
C 0.54667 -1.57425 -3.34737
Se 0.47182 0.21551 -3.69767
N -0.50484 -2.36131 -3.00700
C -0.09411 -3.67103 -2.84440
C -0.76941 -4.81890 -2.47667
C -0.03304 -5.99504 -2.41165
C 1.32844 -6.01748 -2.71005
C 2.00501 -4.86183 -3.08144
C 1.26786 -3.69428 -3.13911
H 2.97220 -0.89784 -3.89232
H 3.41278 -2.50520 -4.52350
H 3.59215 -2.14218 -2.78189
H -1.30679 -1.95799 -2.53328
H -1.81940 -4.79550 -2.21532
H -0.52530 -6.90752 -2.10006
H 1.87557 -6.94815 -2.62740
H 3.06919 -4.86671 -3.27717

---

(3)
105
Properties=species:S:1:pos:R:3 method="wB97M-V/def2-TZVPD" e_tot_ev=-264418.52633 orbital_gap_ev=6.9 e_above_lowest_kj_mol=58.2 total_charge=+1 molar_mass_g_mol=1181.5
Hf 13.91495 10.17479 12.23014
C 10.27555 17.36740 16.27903
C 11.75954 17.06159 16.10173
Ge 12.43731 16.96313 14.38130
C 14.20268 16.02932 14.22150
C 14.63612 15.69301 12.85494
C 12.59193 18.61103 13.20644
C 11.94799 18.34859 12.08115
Ge 11.00087 16.58144 12.38171
C 11.42541 15.10469 11.20563
C 10.56037 15.10187 9.93053
C 9.06294 16.65988 12.38949
C 8.46489 17.99014 12.55480
C 12.20485 19.00245 10.78022
C 11.24821 18.97882 9.78125
C 11.38340 19.62825 8.56090
C 12.56638 20.32724 8.33679
C 13.61293 20.19669 9.25544
C 13.44259 19.58474 10.47307
H 9.96178 16.78794 17.12576
H 9.51084 17.23566 15.51603
H 10.24256 18.41215 16.58171
H 12.05763 16.08761 16.55968
H 12.20938 17.86372 16.63531
H 14.12468 15.09130 14.88527
H 14.94814 16.65572 14.70742
H 14.01356 14.87287 12.36776
H 15.64712 15.48873 12.68995
H 14.46331 16.56569 12.27618
H 13.23983 19.43585 13.32417
H 11.19509 14.20211 11.82768
H 12.48632 15.06217 10.93995
H 9.61825 14.57520 10.12706
H 11.07978 14.65416 9.12184
H 10.30944 16.14714 9.71331
H 8.73840 15.97754 13.13746
H 8.85439 16.22658 11.44524
H 8.75782 18.58532 13.47676
H 7.39603 17.93592 12.58228
H 8.77439 18.74990 11.81096
H 10.32770 18.40396 10.07539
H 10.48962 19.54258 7.89772
H 12.83630 20.84064 7.38367
H 14.52527 20.73235 9.04212
H 14.25007 19.57082 11.16873
F 15.46619 10.65190 14.88798
C 15.63284 10.65557 13.58972
F 15.41644 8.96598 13.07657
H 16.62454 11.00056 13.47362
F 7.22337 9.85357 9.49477
C 8.10116 9.03033 10.03996
C 9.37095 8.92083 9.65027
N 10.15103 8.04261 10.36078
C 11.53185 7.80810 9.91691
C 12.51992 8.72206 10.67309
O 12.12751 9.87386 10.98025
O 13.67860 8.38403 10.99933
C 9.85182 7.70729 11.66772
O 10.70412 7.29405 12.41029
N 8.52924 7.71062 11.95904
C 7.54662 8.25908 11.18229
O 6.40530 8.17960 11.54995
H 9.83250 9.52063 8.93113
H 11.59304 7.96938 8.81506
H 11.71548 6.76492 10.08178
H 8.30843 7.45947 12.94108
Br 10.71744 12.94659 14.98368
C 9.88760 11.19884 14.85899
C 8.57207 10.98914 15.19508
C 8.04506 9.68960 15.34226
C 8.86096 8.60201 15.18619
C 10.13024 8.79966 14.76093
C 10.65200 10.07878 14.48840
C 11.96773 10.15996 13.80179
O 12.70141 9.14022 13.73855
O 12.38638 11.21732 13.24807
H 7.88508 11.81138 15.35376
H 7.03161 9.62352 15.48877
H 8.50082 7.73880 15.58793
H 10.75682 7.97825 14.49338
N 14.45870 11.60389 10.66796
S 14.29831 11.40158 9.05947
C 15.74990 10.66541 8.40875
C 17.06772 11.08034 8.78569
C 18.12876 10.31929 8.42210
C 18.01753 9.26429 7.54773
C 16.74979 8.79506 7.18958
C 15.65511 9.47232 7.66646
C 14.22181 12.97284 8.29182
C 14.12819 14.10119 9.06887
C 13.94391 15.35273 8.43648
C 13.94837 15.40310 7.05099
C 13.90266 14.26808 6.29498
C 14.11952 13.02834 6.90944
H 15.31668 12.17066 10.94449
H 17.24167 11.89292 9.43476
H 19.12798 10.54943 8.76966
H 18.89077 8.68878 7.23776
H 16.60458 8.02410 6.55474
H 14.62230 9.13165 7.41879
H 14.12121 14.00641 10.13445
H 13.89972 16.22542 9.16194
H 13.87071 16.37379 6.63484
H 13.81387 14.28028 5.18953
H 14.31506 12.21431 6.25191

---

(4)
114
Properties=species:S:1:pos:R:3 method="wB97M-V/def2-TZVPD" e_tot_ev=-100655.94099 orbital_gap_ev=3.6 total_charge=-1 molar_mass_g_mol=1065.6
C 1.69678 -0.71051 -1.09571
C 2.71165 -0.71844 -2.17839
C 3.39493 0.61243 -2.43357
O 3.44167 1.05119 -3.72903
C 2.21980 1.21365 -4.46259
In 0.61170 2.56274 -3.67116
O 0.14569 3.87322 -5.25732
C 1.16708 3.82332 -1.93907
C 0.40858 5.06736 -1.84686
O -0.84921 4.83350 -1.26885
C -1.23245 1.38777 -3.27788
C -2.14772 1.23867 -4.44581
C -3.16080 2.29584 -4.65809
C -3.90407 2.86516 -3.54281
O -4.50227 1.89467 -2.64251
C -4.71669 2.48542 -1.50515
C -6.02443 3.02847 -1.41027
O -3.97162 2.54736 -0.67565
H 1.22035 0.20562 -0.99944
H 0.93837 -1.39924 -1.28087
H 2.14635 -0.89259 -0.17234
H 3.45578 -1.35988 -1.83110
H 2.33629 -1.14355 -3.05513
H 4.39641 0.48477 -2.16622
H 3.01203 1.34072 -1.76749
H 1.79309 0.28285 -4.72090
H 2.52057 1.63233 -5.36472
H -0.70745 4.22684 -5.02223
H 2.20304 4.04823 -1.95830
H 0.97811 3.27655 -1.06753
H 0.26562 5.51826 -2.77111
H 0.93316 5.72020 -1.20128
H -0.66796 4.60768 -0.36743
H -1.69582 1.75527 -2.41678
H -0.91083 0.42724 -3.04009
H -2.56993 0.28135 -4.41026
H -1.55695 1.25771 -5.30751
H -3.88613 1.87846 -5.29431
H -2.75924 3.09386 -5.18321
H -3.25255 3.45406 -2.98045
H -4.67825 3.48108 -3.91056
H -6.26287 3.58810 -2.25244
H -6.71464 2.24424 -1.35914
H -6.07836 3.58930 -0.54781
C -5.25495 2.89533 4.33105
C -5.30391 2.70165 3.00160
C -6.54112 2.14733 2.33374
O -6.50448 2.05025 1.12898
C -7.67986 1.78966 3.15939
C -7.61529 1.97799 4.48335
C -6.39435 2.56004 5.15000
O -6.44311 2.71292 6.35816
O -8.59228 1.68464 5.30688
O -4.30196 2.97785 2.20843
H -4.38346 3.29676 4.82260
H -8.55231 1.38192 2.66975
H -8.27249 1.92772 6.19808
H -4.53656 2.74779 1.27673
C 1.53610 -2.76214 3.35408
C 1.48545 -4.00667 3.85574
C 2.64294 -4.96280 3.74309
O 2.51655 -6.06601 4.24666
C 3.82943 -4.53063 3.04903
C 3.88852 -3.29004 2.54057
C 2.74213 -2.31686 2.67556
O 2.90517 -1.21499 2.19701
O 4.92136 -2.82271 1.89839
O 0.44460 -4.49960 4.48110
H 0.71206 -2.06555 3.42764
H 4.64260 -5.23615 2.96314
H 4.69351 -1.90656 1.63972
H 0.68704 -5.41104 4.73605
C 1.41184 4.15954 4.61301
C 1.29904 4.57351 3.34026
C 0.03856 4.35422 2.54322
O 0.02492 4.78146 1.40802
C -1.06501 3.64863 3.16804
C -0.94417 3.23378 4.43600
C 0.30386 3.47778 5.24434
O 0.31340 3.07957 6.39523
O -1.88732 2.58697 5.08290
O 2.24975 5.18867 2.69664
H 2.30801 4.31229 5.19578
H -1.95540 3.47727 2.58009
H -1.53179 2.41693 5.97780
H 1.91127 5.36919 1.79553
C -2.40048 -3.51986 -8.78974
C -1.81400 -2.64203 -7.95673
C -2.24785 -2.49652 -6.51784
O -1.65153 -1.69584 -5.83639
C -3.35111 -3.31856 -6.04472
C -3.93234 -4.18748 -6.88100
C -3.48059 -4.35031 -8.30895
O -4.05976 -5.18030 -8.98868
O -4.93360 -4.96689 -6.53863
O -0.83914 -1.85725 -8.31001
H -2.09698 -3.63437 -9.81986
H -3.66622 -3.19520 -5.01861
H -5.15052 -5.48926 -7.33460
H -0.60299 -1.32681 -7.51986
C 8.21942 -6.22860 6.47079
C 7.37176 -6.29837 5.43171
C 7.73761 -5.75734 4.06850
O 6.92275 -5.87650 3.17616
C 9.03080 -5.12598 3.90218
C 9.87280 -5.05518 4.94340
C 9.51985 -5.61803 6.29712
O 10.35356 -5.52453 7.17755
O 11.05568 -4.50209 4.87816
O 6.18377 -6.83188 5.51644
H 7.97064 -6.61337 7.44870
H 9.27480 -4.72759 2.92825
H 11.44846 -4.59129 5.76860
H 5.77009 -6.75972 4.63400